C22H23ClN2O6PdS2 as an isolated structure, computed with ωB97M-V/def2-TZVPD.

Atoms and positions in Å:
H 4.70198 -1.24277 0.16620
C 4.81532 -1.58578 -0.86264
H 2.05350 -0.72773 6.13196
H 1.85163 -3.39343 -1.06010
C 1.41600 1.32311 5.97123
C 1.65525 4.25319 -2.97204
C -3.76409 -0.71357 -1.01419
C 0.94136 3.09069 -3.62552
C 2.08044 -0.05425 4.10451
C -3.34931 -0.97620 -2.32039
H 5.51789 -2.42995 -0.87865
Pd 2.17743 -0.49469 -1.08434
Cl -6.77524 -1.91123 -4.17521
H 2.65830 4.37391 -3.38215
O 0.02929 -2.01250 -0.95922
H 0.86590 3.34998 5.50616
H 5.20804 -0.77682 -1.47818
H 1.12024 3.05855 -4.70029
H 1.25034 1.43184 7.03761
H 3.47262 -4.16085 -1.06817
C 1.97148 0.80086 1.75916
H -1.10577 -0.06588 0.72445
H 2.72090 -1.06837 2.67183
C -5.54657 -0.63069 0.74172
C 1.80788 1.01245 3.22529
C -6.03240 -1.21023 -1.66216
O 2.59943 -0.24497 1.36769
H 1.20221 3.03632 3.05523
H -1.18030 0.18808 -1.02514
H -0.12987 3.11208 -3.42423
O 3.11356 -1.68546 -2.59075
C 2.89264 -3.27958 -0.76381
C -5.60279 -1.45275 -2.95739
O -1.86053 -2.79591 0.01076
H -7.08072 -1.32075 -1.41236
H -4.89634 -1.21125 1.39792
N 1.45823 1.73023 0.98097
C 1.38635 2.22871 3.75144
H 1.10784 5.19081 -3.09167
S 1.82184 3.96883 -1.16728
H -2.29925 -0.92346 -2.57641
C 1.85877 0.11013 5.47344
O -2.96303 -0.27873 -0.03537
H -3.93684 -1.57158 -4.29568
C -1.54811 -0.42924 -0.20157
C 1.19200 2.39357 5.11396
H -6.58240 -0.93873 0.88937
C 1.57458 2.17923 -1.28733
C -1.08845 -1.91706 -0.41149
O 2.56042 -1.22189 3.65902
H 2.93720 -3.19105 0.32317
S 1.64850 1.51870 -2.90132
C -4.26631 -1.34979 -3.28946
H -5.44216 0.41738 1.03209
C 3.45637 -2.02755 -1.41411
C -5.12401 -0.84443 -0.68394
N 1.44874 1.37045 -0.32267

Results
* HOMO-LUMO gap: 5.1 eV
* net charge: -2
* energy above the lowest of the compared OMol25 structures with the same formula, charge and spin: 0.0000 eV
* electronic energy: -76126.1184 eV

C39H28CoN4O3P2S as an isolated structure, computed with ωB97M-V/def2-TZVPD.

Atoms and positions in Å:
H -4.39911 -0.54372 5.77761
H -3.61881 -5.07337 2.55344
H -5.36250 1.66012 6.33855
H -5.01226 3.58839 4.83916
N -5.02948 1.78874 -1.16570
C 0.70630 -1.17579 -4.23807
H 1.21899 0.34941 4.97929
H -0.37018 0.12539 -7.16359
C 3.78929 -1.78700 -3.14070
H 0.76266 -2.12364 -3.71291
N 0.19105 0.19145 1.03103
C 3.86589 1.74028 -1.94483
C 2.03147 1.29962 3.21040
C -3.27723 1.23109 3.11955
C 1.81802 1.81036 1.98497
H -1.46882 -4.05687 3.20226
C 3.23614 -1.29430 -1.95768
H 2.55421 2.45220 1.52308
H -4.95379 -4.18549 0.72067
P -2.34819 1.22359 1.57829
S 0.20376 2.44599 -0.31808
H -3.08687 -0.83545 3.72822
H 1.53206 2.11167 -3.89442
P 1.87968 -0.13115 -2.00064
H 4.20063 5.00547 -1.09618
C -2.88921 -0.32857 0.66943
H 6.23066 -3.70647 -1.80325
C 3.76109 -1.67016 -0.71730
C -4.77658 1.54304 5.43669
H 2.97328 1.49740 3.70435
H -3.69298 3.31431 2.77212
C 1.21617 -0.00886 -3.65843
C -3.48623 0.14009 3.97151
C -2.08796 -3.52932 2.48854
C 2.55505 1.50329 -1.54261
C -0.60291 0.74686 2.09831
C 0.14044 -1.12457 -5.49878
H -1.04023 0.14448 4.13703
H 5.48161 3.13808 -2.09575
C 4.83858 -2.53601 -0.66847
C 1.00667 0.61819 3.95312
C -3.17900 0.03663 -0.77078
C -0.24016 0.45247 3.47905
H 3.33502 -1.28542 0.20083
C -4.23150 0.30094 5.12322
N -3.89245 -1.17010 1.33240
H 4.43730 0.94407 -2.40447
C 0.57110 1.24668 -5.60113
C 3.74827 4.03037 -1.21261
C -4.58079 2.62690 4.59812
H 0.51842 2.18459 -6.13652
C 1.14174 1.20496 -4.33824
C -4.09582 -3.64244 1.09309
O -0.45933 1.35741 -1.17054
H 3.38797 -1.49365 -4.10166
C -3.75324 -2.36867 0.45526
O 1.03584 -0.82748 0.86504
C -3.34104 -4.13791 2.08704
Co 0.06706 -0.57730 -0.73273
C -3.83474 2.47183 3.43819
C 5.38952 -3.02775 -1.84640
C -4.21536 0.99141 -1.03229
H 1.85844 4.63119 -0.37281
H -4.03111 -2.23785 -0.58763
H 5.24971 -2.83215 0.28674
C 4.86941 -2.65417 -3.07721
H 5.30451 -3.03595 -3.99054
H -0.67027 -1.98332 2.19367
H -0.24658 -2.02568 -5.95429
N -2.53649 -0.43567 -1.75118
C 1.86182 2.56836 -0.94853
O -1.54919 -1.19857 -1.78399
C 2.43407 3.82025 -0.80324
C 0.07289 0.08706 -6.17752
C -2.51944 -1.71813 1.00055
C 0.59175 1.52442 1.25692
C -1.64892 -2.37484 1.95713
C 4.46026 2.98873 -1.77318

Results
* HOMO-LUMO gap (alpha / beta): 5.3 / 5.8 eV
* 2S+1: 4
* net charge: +2
* energy above the lowest of the compared OMol25 structures with the same formula, charge and spin: 1.9036 eV
* electronic energy: -120014.9679 eV
* <S²>: 3.9967

- Number 1 is which compound?
  C22H23ClN2O6PdS2

- Number 1 is which compound?
  C22H23ClN2O6PdS2